17
Properties=species:S:1:pos:R:3:forces:R:3:mulliken_charge:R:1 method="wB97M-V/def2-TZVPD" multiplicity=1 gap_ev=10.23 smiles="C=CO.CCN" fmax_ev_per_a=2.31 e_tot_ha=-288.9354 e_above_lowest_kj_mol=214.3
C -5.14811 1.02481 3.38186 -0.76 -0.15 -0.49 -0.660
C -4.76523 -0.23546 3.23217 1.34 0.59 0.44 0.026
O -3.79408 -0.56407 2.29660 -0.44 0.51 0.22 -0.475
H -5.95515 1.31647 4.03867 0.30 -0.19 0.45 0.251
H -4.83118 1.79141 2.68664 0.14 -0.14 -0.11 0.235
H -4.88516 -1.02705 3.96811 -0.79 0.05 -0.13 0.293
H -4.08929 -1.38754 1.92424 0.20 -0.67 -0.39 0.330
C 2.51491 -0.80027 -2.59029 0.63 0.96 -2.00 -0.927
C 3.76070 0.10917 -2.41783 -0.08 -1.35 0.55 -0.314
N 3.91522 0.43325 -0.98891 -0.26 -0.05 -0.78 -0.579
H 2.76068 -1.84474 -2.73335 0.03 -0.33 0.95 0.254
H 1.77894 -0.55078 -1.84574 -0.23 -0.40 0.36 0.305
H 2.08625 -0.58047 -3.58244 -0.19 0.21 0.28 0.276
H 4.66004 -0.41928 -2.71659 0.10 -0.35 -0.04 0.311
H 3.72234 0.92304 -3.13188 -0.23 0.72 0.24 0.255
H 4.87955 0.54351 -0.72721 0.13 0.33 0.04 0.216
H 3.38955 1.26799 -0.79405 0.09 0.27 0.40 0.203